ORCA calculation (the ωB97M-V functional and the def2-TZVPD basis) on C24H36FeNOP2 as an isolated structure in a non-equilibrium geometry.

Energy relative to the best compared isomer or geometry (same formula, charge and spin)   18.45 kcal/mol
F_max   1.75 eV/Å
Total charge   -1
Energy   -3012.533815 Ha
Expectation value of S²   6.054
Spin multiplicity   5

The geometry in XYZ format:
```
65
C24H36FeNOP2 | the OMol25 dataset | the ωB97M-V functional and the def2-TZVPD basis
Fe -0.084 0.123 1.436
C 2.656 0.148 -2.260
C 3.310 0.131 -0.880
C 4.013 -1.204 -0.633
P 2.050 0.458 0.471
C 3.188 0.847 1.896
C 3.353 -0.415 2.748
C 2.646 1.969 2.787
C 1.451 2.139 -0.056
C 2.390 3.093 -0.448
C 2.063 4.405 -0.740
C 0.737 4.791 -0.600
C -0.208 3.862 -0.216
C 0.086 2.509 0.018
N -0.949 1.627 0.432
C -1.812 1.131 -0.555
C -2.435 2.024 -1.459
C -3.348 1.624 -2.406
C -3.727 0.285 -2.497
C -3.151 -0.601 -1.609
C -2.209 -0.235 -0.646
P -1.434 -1.521 0.451
C -1.045 -2.964 -0.696
C -0.294 -2.425 -1.910
C -2.108 -3.981 -1.110
C -2.820 -2.151 1.525
C -2.921 -1.260 2.767
C -4.200 -2.291 0.883
H 3.411 0.001 -3.038
H 1.929 -0.660 -2.349
H 2.139 1.087 -2.450
H 4.065 0.920 -0.842
H 3.282 -2.006 -0.498
H 4.640 -1.454 -1.494
H 4.649 -1.176 0.252
H 4.148 1.153 1.459
H 2.368 -0.634 3.177
H 3.707 -1.282 2.188
H 4.061 -0.222 3.561
H 1.654 1.666 3.148
H 3.324 2.085 3.637
H 2.588 2.920 2.262
H 3.433 2.801 -0.493
H 2.829 5.113 -1.032
H 0.440 5.819 -0.773
H -1.233 4.171 -0.056
H -2.166 3.067 -1.389
H -3.784 2.363 -3.070
H -4.452 -0.052 -3.226
H -3.442 -1.642 -1.660
H -0.320 -3.504 -0.075
H -0.974 -1.916 -2.595
H 0.461 -1.704 -1.595
H 0.198 -3.241 -2.447
H -2.871 -3.544 -1.755
H -1.626 -4.782 -1.678
H -2.605 -4.431 -0.250
H -2.471 -3.148 1.824
H -3.259 -0.259 2.480
H -3.661 -1.694 3.447
H -1.958 -1.098 3.260
H -4.587 -1.301 0.634
H -4.214 -2.895 -0.023
H -4.884 -2.751 1.603
O -0.018 0.108 3.163
```